No. 1
C18H17N4O7Tc | the ωB97M-V functional and the def2-TZVPD basis

Structure (ORCA input):
```
! RIJCOSX wB97M-V def2-TZVPD def2/J DEFGRID3
* xyz 1 2
Tc 0.507 0.200 0.156
O 2.573 -0.708 0.260
C 3.361 -0.143 -0.807
C 3.222 1.355 -0.773
N 1.790 1.760 -0.881
C 1.582 2.989 -0.091
C 1.615 2.625 1.385
O 1.856 3.416 2.245
O 1.327 1.341 1.583
C 1.367 1.934 -2.282
C 0.156 1.079 -2.588
O -0.201 0.842 -3.705
O -0.473 0.607 -1.503
H 2.915 -0.384 1.109
H 2.957 -0.574 -1.724
H 4.401 -0.455 -0.711
H 3.814 1.818 -1.565
H 3.609 1.728 0.177
H 0.600 3.400 -0.327
H 2.335 3.748 -0.317
H 2.164 1.677 -2.977
H 1.104 2.975 -2.476
O 0.186 -3.242 2.310
C 0.184 -2.436 1.427
N -0.117 -1.070 1.522
C -0.921 -0.574 2.560
O -1.181 -1.098 3.601
C -1.544 0.732 2.122
C -2.462 1.400 2.901
C -3.079 2.525 2.376
C -2.774 2.914 1.076
C -1.833 2.200 0.359
N -1.213 1.142 0.885
C 0.439 -2.804 -0.024
C 0.649 -4.113 -0.396
C 0.793 -4.399 -1.748
C 0.706 -3.360 -2.663
C 0.499 -2.067 -2.206
N 0.382 -1.792 -0.908
H -2.678 1.014 3.887
H -3.798 3.082 2.961
H -3.258 3.763 0.615
H -1.584 2.446 -0.663
H 0.676 -4.873 0.372
H 0.954 -5.414 -2.081
H 0.782 -3.538 -3.726
H 0.386 -1.251 -2.904
*
```

Values from the calculation:
- E_HOMO (alpha / beta) (eV) = -12.63 / -12.47
- frontier orbital gap (alpha / beta) (eV) = 8.7 / 7.3
- energy relative to the best compared isomer or geometry (same formula, charge and spin) (kcal/mol) = 0.0

No. 2
C18H17N5O4 | the ωB97M-V functional and the def2-TZVPD basis

Structure (ORCA input):
```
! RIJCOSX wB97M-V def2-TZVPD def2/J DEFGRID3
* xyz 0 1
N -0.860 -4.744 3.632
C -0.464 -3.662 3.437
C 0.025 -2.337 3.205
C 1.347 -1.926 3.031
C 1.645 -0.578 2.661
N 2.916 -0.269 2.076
O 3.812 -1.139 2.049
O 3.074 0.886 1.600
C 0.669 0.434 2.635
C -0.631 0.011 2.881
C -0.990 -1.335 3.119
N -2.323 -1.572 3.101
O -2.869 -0.286 2.891
N -1.848 0.702 2.758
O -2.128 1.867 2.526
H 2.157 -2.648 3.102
H 0.916 1.493 2.650
C -1.853 -1.839 -4.094
C -2.765 -1.211 -3.237
C -2.332 -0.660 -2.030
C -0.985 -0.765 -1.658
C -0.504 -0.032 -0.422
C 0.079 1.301 -0.873
C 0.500 2.393 0.137
C 1.279 3.366 -0.770
C 1.830 2.467 -1.895
N 1.300 1.139 -1.583
C -0.081 -1.449 -2.483
C -0.510 -1.958 -3.713
H -2.190 -2.251 -5.045
H -3.815 -1.125 -3.514
H -3.020 -0.124 -1.369
H -1.341 0.162 0.259
H 0.262 -0.616 0.110
H -0.690 1.790 -1.515
H -0.336 2.802 0.709
H 1.229 1.935 0.821
H 0.571 4.081 -1.206
H 2.072 3.899 -0.238
H 1.477 2.822 -2.885
H 2.924 2.436 -1.937
H 1.275 0.519 -2.384
H 0.962 -1.551 -2.167
H 0.214 -2.429 -4.373
*
```

Values from the calculation:
- E_HOMO (eV) = -8.68
- frontier orbital gap (eV) = 6.1
- SMILES = N#Cc1cc([N+](=O)[O-])cc2c1no[n+]2[O-].c1ccc(C[C@H]2CCCN2)cc1
- energy relative to the best compared isomer or geometry (same formula, charge and spin) (kcal/mol) = 187.2

No. 3
C18H17NO5 | the ωB97M-V functional and the def2-TZVPD basis

Structure (ORCA input):
```
! RIJCOSX wB97M-V def2-TZVPD def2/J DEFGRID3
* xyz 0 1
C -2.269 -4.257 -0.581
C -2.736 -2.825 -0.494
O -3.642 -2.472 -1.224
O -2.122 -2.030 0.372
C -2.765 -0.755 0.518
C -1.863 0.030 1.454
C -1.146 1.082 0.873
C -0.256 2.006 1.546
C -0.549 2.476 2.829
C 0.305 3.440 3.424
C 1.464 3.859 2.766
C 1.742 3.396 1.476
C 0.864 2.509 0.855
O 1.142 1.957 -0.379
C 2.037 0.806 -0.338
C 1.961 0.030 -1.655
C 3.084 -0.689 -2.078
C 3.056 -1.443 -3.266
C 1.862 -1.517 -3.996
C 0.713 -0.822 -3.557
C 0.807 -0.018 -2.457
N -1.774 -0.409 2.791
O -0.674 -0.347 3.310
O -2.806 -0.756 3.380
H -2.569 -4.711 -1.535
H -2.670 -4.898 0.202
H -1.163 -4.258 -0.509
H -3.785 -0.835 0.947
H -2.838 -0.182 -0.442
H -1.230 1.241 -0.205
H -1.446 2.190 3.377
H 0.109 3.852 4.425
H 2.146 4.563 3.245
H 2.595 3.767 0.951
H 1.853 0.093 0.459
H 3.080 1.170 -0.274
H 3.993 -0.787 -1.454
H 3.918 -2.021 -3.584
H 1.847 -2.171 -4.870
H -0.197 -0.840 -4.159
H -0.078 0.576 -2.143
*
```

Values from the calculation:
- E_HOMO (eV) = -9.19
- frontier orbital gap (eV) = 8.3
- SMILES = CC(=O)OC/C(=C/c1ccccc1OCc1ccccc1)[N+](=O)[O-]
- energy relative to the best compared isomer or geometry (same formula, charge and spin) (kcal/mol) = 106.8

No. 4
C18H18B3CrF18O18 | the ωB97M-V functional and the def2-TZVPD basis

Structure (ORCA input):
```
! RIJCOSX wB97M-V def2-TZVPD def2/J DEFGRID3
* xyz 0 4
Cr -0.592 -0.483 1.275
B 0.855 -0.203 3.552
F 0.901 0.652 2.233
F -0.368 -1.059 3.185
F 2.037 -0.963 3.535
F 0.588 0.621 4.518
B -0.780 0.773 -1.890
F 0.342 1.472 -1.818
F -0.594 -0.312 -0.607
F -1.937 1.484 -1.616
F -0.879 -0.078 -2.976
B 1.551 -3.002 0.502
F 2.743 -2.543 -0.003
F 1.816 -3.932 1.514
F 0.705 -1.764 0.940
F 0.620 -3.453 -0.559
C -0.734 -3.377 -3.001
C -1.678 -2.971 -4.069
O -2.880 -3.465 -3.675
C -2.672 -4.457 -2.710
O -3.520 -5.090 -2.153
O -1.378 -4.480 -2.334
F -1.291 -3.683 -5.202
H -0.464 -2.605 -2.277
H 0.242 -3.734 -3.418
H -1.819 -1.909 -4.255
C -1.592 4.238 2.651
C -1.892 3.435 3.943
O -2.294 2.132 3.318
C -1.749 2.064 2.131
O -1.701 1.033 1.472
O -1.226 3.173 1.746
F -2.790 3.938 4.771
H -0.744 4.908 2.781
H -2.353 4.905 2.237
H -0.968 3.154 4.431
C -5.066 3.568 -2.286
C -3.683 4.093 -2.296
O -3.406 4.318 -0.959
C -4.511 4.104 -0.168
O -4.533 4.271 0.985
O -5.514 3.752 -0.928
F -3.694 5.356 -2.923
H -4.971 2.484 -2.498
H -5.835 4.006 -2.938
H -2.943 3.434 -2.763
C 6.678 -1.893 -0.096
C 6.046 -1.054 1.055
O 5.033 -0.337 0.373
C 5.084 -0.643 -0.983
O 4.318 -0.159 -1.787
O 6.157 -1.316 -1.281
F 6.947 -0.110 1.626
H 6.361 -2.963 0.001
H 7.755 -1.886 -0.025
H 5.612 -1.664 1.876
C -1.466 -5.249 1.501
C -2.809 -5.231 0.736
O -2.978 -3.879 0.422
C -2.093 -3.060 0.976
O -2.077 -1.848 0.928
O -1.301 -3.775 1.792
F -3.900 -5.493 1.545
H -0.637 -5.527 0.841
H -1.477 -5.808 2.403
H -2.895 -5.772 -0.227
C 3.580 3.732 -1.165
C 3.635 2.519 -0.302
O 2.590 2.704 0.661
C 2.327 4.055 0.666
O 1.479 4.527 1.429
O 2.906 4.717 -0.358
F 4.809 2.435 0.404
H 2.908 3.666 -2.058
H 4.580 3.948 -1.563
H 3.478 1.561 -0.790
*
```

Values from the calculation:
- E_HOMO (alpha / beta) (eV) = -11.11 / -11.11
- frontier orbital gap (alpha / beta) (eV) = 8.7 / 9.8

No. 5
C18H18BBr12N3O5 | the ωB97M-V functional and the def2-TZVPD basis

Structure (ORCA input):
```
! RIJCOSX wB97M-V def2-TZVPD def2/J DEFGRID3
* xyz 0 1
N -2.297 0.655 6.377
C -2.822 -0.191 5.804
O -3.494 -1.224 5.247
C -2.842 -1.668 4.062
C -2.786 -3.132 3.818
N -2.205 -3.743 2.755
C -1.670 -2.777 1.910
C -0.943 -3.265 0.684
C -0.310 -2.347 -0.270
B 0.472 -2.995 -1.515
O 1.717 -3.621 -1.333
O -0.143 -2.953 -2.777
C -0.369 -0.853 -0.055
C 0.294 0.215 -0.979
C -0.195 0.190 -2.478
C 0.152 1.537 -3.270
C 1.143 1.246 -4.488
O 1.887 2.464 -4.813
C 3.243 2.343 -4.409
O 3.834 3.277 -3.820
C -1.084 -0.388 1.134
C -1.725 -1.322 2.119
N -2.339 -0.748 3.224
H -3.233 -3.799 4.606
H -0.857 -4.363 0.458
H 1.852 -3.706 -0.372
H 0.451 -3.393 -3.422
H 1.417 0.169 -0.886
H -0.009 1.224 -0.561
H 0.414 -0.612 -3.000
H -1.266 -0.115 -2.611
H -0.759 2.032 -3.697
H 0.723 2.242 -2.596
H 1.904 0.485 -4.140
H 0.611 0.866 -5.400
H 3.883 1.434 -4.614
H -1.132 0.714 1.348
C 1.905 6.457 -5.251
Br 2.494 6.937 -7.036
Br 2.591 4.713 -4.702
Br 2.334 7.834 -3.959
H 0.821 6.385 -5.287
C -1.955 -3.677 -5.836
Br -2.270 -1.777 -5.647
Br -0.064 -4.084 -5.931
Br -2.839 -4.694 -4.450
H -2.393 -3.980 -6.781
C 0.674 0.123 9.189
Br -0.059 -0.661 10.799
Br 1.183 1.968 9.461
Br 2.136 -0.930 8.482
H -0.116 0.115 8.443
C 0.727 2.192 5.318
Br 0.668 2.521 3.411
Br 2.442 1.491 5.875
Br 0.220 3.761 6.328
H -0.013 1.426 5.531
*
```

Values from the calculation:
- E_HOMO (eV) = -9.10
- frontier orbital gap (eV) = 7.8

No. 6
C18H18ClFeIN3O4Si | the ωB97M-V functional and the def2-TZVPD basis

Structure (ORCA input):
```
! RIJCOSX wB97M-V def2-TZVPD def2/J DEFGRID3
* xyz -1 5
Fe 0.076 0.394 -0.977
O -1.169 -0.705 -2.395
N -1.653 -1.849 -2.207
N -1.571 -2.236 -0.950
O -0.701 -1.670 -0.151
C -2.475 -3.162 -0.496
C -3.221 -3.909 -1.414
C -4.414 -4.420 -0.919
C -4.818 -4.245 0.427
C -4.039 -3.507 1.305
C -2.804 -3.028 0.845
H -2.846 -4.138 -2.396
H -5.024 -5.033 -1.583
H -5.736 -4.770 0.753
H -4.275 -3.290 2.333
H -2.119 -2.509 1.514
Cl 5.947 3.491 -3.313
C 4.669 2.309 -2.971
C 4.419 1.375 -3.982
C 3.318 0.496 -3.825
I 2.819 -0.939 -5.313
C 2.436 0.650 -2.711
O 1.349 -0.037 -2.516
C 2.740 1.623 -1.720
N 1.808 1.729 -0.723
C 2.030 2.631 0.233
C 3.138 3.483 0.237
C 4.128 3.348 -0.725
C 3.939 2.400 -1.775
H 5.121 1.354 -4.851
H 1.301 2.696 1.060
H 3.203 4.217 1.043
H 5.048 3.928 -0.713
C 0.710 -0.025 2.324
Si -0.786 1.058 2.201
C -2.393 0.357 2.905
C -0.482 2.445 3.455
O -0.936 1.423 0.550
H 0.957 0.036 3.404
H 1.516 0.220 1.652
H 0.323 -0.999 2.012
H -2.243 -0.046 3.901
H -2.845 -0.443 2.284
H -3.184 1.155 2.995
H -0.481 2.040 4.490
H -1.252 3.191 3.419
H 0.473 2.909 3.286
*
```

Values from the calculation:
- E_HOMO (alpha / beta) (eV) = -4.73 / -4.75
- frontier orbital gap (alpha / beta) (eV) = 6.9 / 6.8
- energy relative to the best compared isomer or geometry (same formula, charge and spin) (kcal/mol) = 3.7

No. 7
C18H18ClN3O5 | the ωB97M-V functional and the def2-TZVPD basis

Structure (ORCA input):
```
! RIJCOSX wB97M-V def2-TZVPD def2/J DEFGRID3
* xyz 0 1
C 3.139 3.945 -1.673
O 2.150 3.871 -0.673
C 2.230 2.880 0.250
C 1.239 2.867 1.234
C 1.233 1.887 2.198
C 2.210 0.892 2.237
O 2.132 -0.028 3.260
C 2.069 -1.396 2.896
C 1.078 -1.633 1.805
C -0.195 -1.182 1.608
C -0.560 -1.726 0.348
C -1.881 -1.436 -0.275
O -2.558 -0.544 0.213
N -2.293 -2.138 -1.351
C -1.614 -3.252 -1.963
C -3.611 -1.818 -1.899
C -4.734 -2.310 -0.987
C -3.734 -0.350 -2.165
C -2.708 0.547 -2.568
C -3.363 1.730 -2.710
O -4.659 1.563 -2.439
N -4.880 0.274 -2.105
N 0.435 -2.430 -0.139
O 1.449 -2.374 0.748
C 3.210 0.930 1.270
Cl 4.517 -0.207 1.263
C 3.218 1.905 0.281
H 4.134 4.100 -1.243
H 3.147 3.046 -2.298
H 2.874 4.805 -2.285
H 0.479 3.630 1.213
H 0.469 1.871 2.959
H 1.760 -1.909 3.813
H 3.043 -1.786 2.580
H -0.800 -0.565 2.235
H -2.240 -4.146 -1.906
H -1.416 -3.032 -3.015
H -0.669 -3.435 -1.461
H -3.678 -2.336 -2.865
H -5.692 -2.077 -1.439
H -4.651 -3.384 -0.832
H -4.670 -1.800 -0.030
H -1.668 0.340 -2.703
H -3.042 2.714 -2.985
H 4.014 1.884 -0.447
*
```

Values from the calculation:
- E_HOMO (eV) = -8.59
- frontier orbital gap (eV) = 9.2
- SMILES = COc1ccc(OCc2cc(C(=O)N(C)[C@@H](C)c3ccon3)no2)c(Cl)c1
- energy relative to the best compared isomer or geometry (same formula, charge and spin) (kcal/mol) = 101.9

No. 8
C18H18ClNO2S | the ωB97M-V functional and the def2-TZVPD basis

Structure (ORCA input):
```
! RIJCOSX wB97M-V def2-TZVPD def2/J DEFGRID3
* xyz 0 1
C -2.550 -0.275 -2.574
C -2.953 -0.119 -1.264
C -3.853 0.986 -0.977
C -4.420 1.016 0.319
C -4.027 0.025 1.205
C -3.201 -0.884 1.107
C -2.757 -1.082 -0.072
C -1.715 -2.031 -0.650
O -2.081 -3.095 -1.070
C -0.199 -1.800 -0.209
H 0.293 -1.876 -1.049
C 0.095 -2.505 0.904
C 1.703 -2.547 1.177
H 2.005 -2.821 2.222
H 2.264 -2.747 0.323
C 1.876 -0.902 1.612
N 1.516 -0.292 0.392
C 2.196 0.552 -0.431
O 1.850 1.319 -1.513
C 3.669 0.693 -0.125
C 4.325 1.799 -0.092
S 5.942 1.650 0.327
C 5.865 -0.015 -0.057
C 4.512 -0.422 -0.141
H 4.247 -1.304 -0.772
H 6.817 -0.743 -0.126
H 3.974 2.605 0.090
C 0.101 -0.121 0.054
H -0.264 0.316 -0.655
H -0.464 0.022 1.033
H 3.020 -0.571 1.593
H 1.367 -0.543 2.244
H -0.358 -2.274 1.902
H -0.010 -3.783 0.778
H -2.852 -1.539 1.837
H -4.387 0.524 2.398
Cl -5.576 2.315 0.531
H -4.362 1.581 -1.458
H -2.614 -1.282 -2.925
H -3.337 0.404 -3.265
H -1.500 0.022 -2.581
*
```

Values from the calculation:
- E_HOMO (eV) = -8.76
- frontier orbital gap (eV) = 9.2
- energy relative to the best compared isomer or geometry (same formula, charge and spin) (kcal/mol) = 330.6

No. 9
C18H18ClO5Zr | the ωB97M-V functional and the def2-TZVPD basis

Structure (ORCA input):
```
! RIJCOSX wB97M-V def2-TZVPD def2/J DEFGRID3
* xyz 1 1
C 0.739 -2.828 2.315
C -0.474 -2.226 1.789
C -0.604 -2.748 0.443
H -1.313 -1.820 2.366
C 0.578 -3.420 0.074
C 1.499 -3.342 1.199
H 2.411 -3.987 1.264
H 1.042 -2.765 3.379
H -1.510 -2.760 -0.167
H 0.709 -3.956 -0.888
C -1.416 3.368 0.296
C -1.306 2.317 1.158
C 0.165 2.032 1.439
H -2.093 1.699 1.578
C 0.841 3.072 0.557
C -0.092 3.828 -0.111
H 0.072 4.584 -0.872
H -2.336 3.781 -0.117
H 0.383 2.189 2.505
H 1.915 3.080 0.448
Zr 1.446 -0.839 1.798
O 0.048 -1.047 -3.005
C -1.375 -0.583 -2.997
C -0.669 -1.251 -4.125
H -2.042 -1.233 -2.387
H -1.461 0.501 -2.936
H -0.877 -2.276 -4.322
H 0.903 -1.963 -6.115
C 0.580 -0.928 -6.231
C -0.310 -0.404 -5.288
C -0.442 1.001 -5.242
H -0.893 1.485 -4.385
C 0.095 1.820 -6.244
H -0.001 2.899 -6.153
C 0.818 1.253 -7.297
H 1.193 1.864 -8.118
C 1.086 -0.123 -7.246
H 1.770 -0.562 -7.964
O -0.610 -1.274 4.619
Cl 0.071 0.032 4.578
O -0.662 0.949 3.678
O 1.537 -0.227 3.769
O 0.538 0.682 1.031
*
```

Values from the calculation:
- E_HOMO (eV) = -11.10
- frontier orbital gap (eV) = 5.4
- energy relative to the best compared isomer or geometry (same formula, charge and spin) (kcal/mol) = 15.1

No. 10
C18H18F13NO5S | the ωB97M-V functional and the def2-TZVPD basis

Structure (ORCA input):
```
! RIJCOSX wB97M-V def2-TZVPD def2/J DEFGRID3
* xyz 0 1
O -0.760 1.246 -1.278
C -0.790 -0.092 -1.332
C 0.201 -0.859 -2.435
N 0.649 0.054 -3.561
O 0.881 -0.787 -4.618
C 1.911 0.818 -3.226
O 3.023 0.469 -3.924
O 2.036 1.928 -2.265
C 3.166 1.517 -1.367
C 3.057 2.251 0.132
C 3.945 1.465 1.263
F 4.902 2.496 1.817
F 4.805 0.464 0.579
C 3.108 0.900 2.549
F 3.952 0.957 3.800
F 1.935 1.802 2.857
C 2.453 -0.622 2.312
F 1.182 -0.585 3.131
F 2.115 -0.678 0.873
C 3.401 -1.817 2.878
F 4.879 -1.589 2.676
F 3.226 -1.829 4.378
S 3.047 -3.542 2.286
F 2.615 -4.006 3.917
F 4.707 -3.936 2.623
F 3.516 -3.243 0.668
F 1.386 -3.275 2.004
F 2.799 -5.185 1.848
C -1.838 -0.863 -0.334
C -2.862 0.042 0.620
C -3.883 -0.718 1.658
C -3.860 -2.369 1.695
C -2.863 -3.291 0.776
C -1.824 -2.522 -0.281
H 1.070 -1.457 -1.918
H -0.500 -1.681 -2.941
H 1.253 -1.660 -4.283
H 4.219 1.785 -1.803
H 3.058 0.331 -1.287
H 3.446 3.377 0.061
H 1.911 2.324 0.355
H -2.843 1.232 0.540
H -4.636 -0.178 2.394
H -4.594 -2.914 2.446
H -2.822 -4.480 0.821
H -1.069 -3.120 -0.976
C -4.026 3.550 -1.651
C -5.203 2.709 -1.233
C -6.553 3.082 -1.785
O -5.067 1.753 -0.471
H -3.118 3.164 -1.176
H -3.901 3.502 -2.735
H -4.177 4.584 -1.330
H -6.540 3.012 -2.876
H -6.816 4.095 -1.471
H -7.307 2.388 -1.399
*
```

Values from the calculation:
- E_HOMO (eV) = -8.92
- frontier orbital gap (eV) = 6.2
- SMILES = O=C(CN(O)C(=O)OCCC(F)(F)C(F)(F)C(F)(F)C(F)(F)S(F)(F)(F)(F)F)c1ccccc1.CC(C)=O